[1]
This record from OMol25 describes a structure of composition C28H42BrN5O5SSm at a distorted geometry. The level of theory is ωB97M-V/def2-TZVPD.

Results
Orbital gap (spin up / spin down) in eV: 5.971 / 6.152
Max |F| in eV Å⁻¹: 3.192
Total charge: +1
Spin multiplicity: 6
LUMO (spin up / spin down) in eV: -3.2319 / -3.0507

Each line ends with the Mulliken charge.
Cartesian coordinates (Å):
H  1.45570  -5.93561  2.08925  0.32
H  -1.56581  -4.19593  1.42642  0.53
H  4.07098  -1.88147  4.51546  0.40
O  -1.42190  1.13877  1.38475  -0.55
C  -1.58546  -4.19830  2.48622  -2.61
H  -4.07331  2.92416  -3.19759  0.53
N  -1.02918  3.63164  1.67613  -0.44
H  -2.53244  -3.73523  2.74633  0.40
C  -0.43243  -2.45490  3.97403  1.36
C  1.98486  -1.98891  3.82352  0.54
C  -0.04095  4.97041  -2.08700  -0.79
H  4.41117  -0.09731  -3.14603  0.35
H  4.14997  2.24428  -3.15291  0.27
C  3.40466  0.24629  -3.46736  -0.77
C  -5.64261  0.26135  -4.66435  0.94
H  1.00843  0.67057  -4.56596  0.31
H  1.89568  -4.82060  0.75692  0.41
N  0.25986  0.27468  -1.53351  -0.04
C  0.65271  -1.58245  4.18321  1.06
C  3.59941  1.72822  -3.95381  -0.91
H  3.01801  -0.38422  -4.26014  0.48
C  -0.31947  -3.45913  2.98731  1.31
H  3.43907  -4.55204  2.03078  0.45
C  -0.77825  3.82773  -1.89400  -0.01
H  -1.23520  2.59356  1.70264  0.34
H  3.16549  1.73981  0.59051  0.40
H  1.09292  0.56370  4.20239  0.29
N  2.47461  0.10914  -2.36413  0.24
O  -2.41675  -0.68565  0.33178  -0.36
C  0.48628  -0.19110  4.82017  -2.00
H  0.70968  5.53614  1.15930  0.37
H  -2.10698  -3.31101  5.00216  0.48
C  1.15436  0.11170  -2.51919  1.09
H  3.36172  -0.30894  4.02795  0.26
Sm  -1.98664  1.03139  -1.06880  0.63
H  2.66137  2.30313  -4.09601  0.20
H  0.76837  0.24643  -0.64080  0.08
H  0.80550  6.73714  -1.00142  0.44
H  4.10382  -0.18729  -1.01676  0.43
Br  -2.68847  -1.76436  -2.57229  -0.11
H  -6.00260  2.46198  -4.70099  0.32
N  -1.09053  3.33251  -0.68511  -0.09
C  -0.62254  3.99210  0.42018  0.62
H  -2.47984  -1.67941  4.39579  0.24
O  -3.01365  -0.10561  2.82292  -0.68
H  -5.07244  -1.79719  -4.32797  0.45
C  3.42419  -3.52225  2.40067  -1.94
C  -4.82690  -0.75071  -4.11687  -0.47
C  0.23140  5.10620  0.28970  -0.60
H  -1.10378  3.24365  -2.77190  0.38
H  -0.58160  4.07076  2.46129  0.24
H  4.22601  -3.32513  3.07912  0.40
N  -3.60031  0.92911  -2.93183  -0.22
S  -2.75690  0.33937  1.47350  1.46
O  -3.87591  1.13672  0.80620  -0.73
C  -4.38008  1.92972  -3.49279  -0.55
H  3.67557  -2.86921  1.53861  0.12
C  -1.66424  -2.32150  4.82081  -1.95
H  3.91330  2.32699  -0.86584  0.40
C  -3.80928  -0.36364  -3.27896  0.32
H  2.56253  -0.38376  -0.35898  0.60
H  0.77030  -0.15617  5.88377  0.43
C  3.11126  1.72416  -0.51414  -0.67
C  3.11741  0.30066  -1.02865  -1.26
H  0.19066  -5.24041  1.02915  0.42
O  -6.58443  -0.15108  -5.50633  -0.50
C  0.93481  -3.79802  2.44960  0.40
H  -1.40773  -1.89974  5.81355  0.42
H  -0.55760  0.12459  4.75993  0.40
H  0.00874  5.29114  -3.11506  0.46
C  0.35321  5.76816  -0.92740  -0.63
H  -0.41284  -0.14304  -3.88587  0.06
C  1.11728  -5.03356  1.54283  -2.04
H  -1.59725  -5.24258  2.82781  0.37
H  4.25609  1.76538  -4.81131  0.40
C  0.66521  -0.10896  -3.89604  -1.45
H  0.92945  -1.07078  -4.38194  0.37
C  2.08342  -3.15155  2.96726  0.89
H  -7.15115  0.64128  -5.81968  0.35
C  3.13550  -1.27908  4.49103  -1.60
H  2.11841  2.18124  -0.71690  -0.03
H  2.85745  -1.06418  5.52813  0.32
C  -5.36942  1.63604  -4.38247  -0.72

=====

[2]
This record from OMol25 describes a cluster of 8 separate species, C60H78F4N14O8S4 in total at a distorted geometry. The level of theory is ωB97M-V/def2-TZVPD.

Results
Orbital gap in eV: 3.092
Max |F| in eV Å⁻¹: 8.067
Total charge: +8
Spin multiplicity: 1
LUMO in eV: -16.9299

Each line ends with the Mulliken charge.
Cartesian coordinates (Å):
C  -3.37588  5.85981  -1.08920  0.86
C  -4.56585  -4.90459  5.36924  -0.64
H  4.58702  -0.17573  2.19238  0.45
H  -1.03946  -5.20652  5.18825  0.72
C  -0.93525  -6.58293  -1.15126  -1.06
H  -7.21724  -6.67101  4.48913  0.43
H  -2.20285  0.73132  -4.78887  0.49
H  -1.15112  1.66277  -3.66791  0.37
C  -1.31979  -6.60295  6.77433  -0.63
H  -0.01857  -6.04006  -1.37655  0.34
N  4.91570  5.95795  -1.19855  0.26
C  4.26373  7.04039  -1.64855  -0.32
C  -2.37720  0.07174  3.85403  -0.66
C  -3.84469  -3.39341  3.69759  1.29
C  -2.24598  -0.59254  1.61856  -0.04
N  -3.65464  3.16170  -0.77638  0.20
N  -3.04926  10.03677  -1.76446  -0.01
C  -4.69110  3.97109  -0.48413  -0.38
H  0.11399  -3.30045  -5.22334  0.41
O  1.61551  -1.08772  -1.98789  -0.14
C  5.68986  5.51180  -2.25209  -0.44
C  4.68390  5.27057  0.06289  -0.84
F  0.38247  4.72637  1.72276  -0.17
C  -0.12149  -6.39808  1.15812  -0.44
H  -1.08417  -5.89455  7.55778  0.54
C  -4.52013  5.34421  -0.52921  -0.65
H  3.57476  -3.67542  0.03911  0.46
C  -2.34490  -7.04870  0.79349  -0.68
H  -0.44164  -7.90930  8.89745  0.39
C  -6.18854  -6.63685  4.84635  -0.99
H  -6.35635  -6.65355  5.92540  0.39
H  -2.18705  -7.58053  9.16589  0.37
C  -1.39636  -6.18955  5.45968  -0.68
N  3.81565  -2.10509  1.45835  0.25
H  3.00714  4.11892  -0.50811  0.12
C  -3.56702  8.25565  -0.32694  -0.60
F  -0.69056  -1.63301  -1.79728  -0.38
H  0.84384  -6.17430  0.72850  0.60
C  4.82135  -2.02949  -1.99666  -1.06
C  -2.58443  -7.17154  2.12445  -0.49
N  -5.49949  -5.38084  4.52217  0.14
S  1.53604  8.22692  2.36418  1.04
O  0.63524  -1.60918  0.17117  -0.18
C  -1.61268  1.71774  2.23275  -0.81
H  6.40153  -5.08119  -6.98539  0.36
H  -2.20802  0.87926  4.55447  0.59
C  -3.08636  -2.15289  3.26097  0.97
C  -3.70987  -3.88394  4.99890  -0.87
H  -3.05406  -7.28943  0.01171  0.58
N  -2.03277  0.32954  2.57147  0.32
C  2.67299  -2.54225  -6.11376  0.86
H  4.48179  3.37940  -0.88436  0.25
H  -3.75223  11.99650  -1.60342  0.36
C  1.60166  -1.69379  -5.44010  1.37
N  4.44031  -1.80347  -0.60739  0.24
O  0.29973  8.98339  2.35895  -0.58
C  -2.87629  -1.15440  4.21191  -0.89
C  4.66790  -0.62847  0.07656  -0.32
H  -1.74454  -6.05314  -1.64199  0.41
C  -0.58646  -1.48001  -4.42801  -0.55
C  4.93017  -2.90508  -6.67101  -0.84
H  -2.05454  0.23762  -3.05863  0.24
S  1.11905  1.39661  -0.56411  0.85
H  4.72813  -1.05470  -2.47042  0.34
H  4.13787  -2.76513  -2.41527  0.38
H  1.24988  -3.87408  -6.87486  0.58
H  -2.38454  2.46542  2.40447  0.40
H  -2.94399  -3.48132  5.64506  0.63
C  3.98834  3.92545  -0.07407  -0.60
H  -1.56894  -1.85425  -4.18631  0.53
F  0.48111  2.88302  -0.62592  -0.39
C  -2.86614  7.83545  -2.55389  -0.53
H  -4.54676  -5.33598  6.36127  0.50
C  4.34418  -0.84818  1.38524  -0.63
H  -3.11982  1.05826  -1.11201  -0.16
H  -3.49023  -7.60657  2.52352  0.71
H  4.40890  9.33275  -3.06925  0.37
H  5.84810  -2.38564  -2.06027  0.42
N  -1.10872  -6.71615  0.30814  0.04
C  3.88981  -2.66722  0.24237  -0.29
H  0.86283  1.50712  -4.53969  0.51
H  3.16450  -5.39782  -7.87604  0.43
C  5.76903  -4.85434  -7.83503  -0.87
C  -5.67196  -4.88060  3.27340  -0.56
C  4.21264  8.46670  -3.70342  -0.78
H  -2.05947  -0.32700  0.58922  0.52
O  2.27789  1.61103  -1.41823  -0.59
C  3.32178  -2.77451  2.68639  -0.32
C  -3.22534  7.33085  -1.30109  0.66
O  1.55304  6.13022  0.23754  -0.50
H  -2.25521  9.66297  -3.63209  0.43
H  5.40163  -5.74113  -8.34792  0.33
C  -3.46103  9.62410  -0.57560  -0.43
H  -3.94240  7.99661  0.65442  0.52
S  0.54538  -0.88649  -1.06804  0.34
C  -2.83387  11.50372  -1.91735  -0.85
H  -1.25498  1.67865  1.20847  -0.22
H  4.12334  5.96010  0.69634  0.27
O  2.64271  8.59341  1.51384  -0.57
H  -4.90538  -3.50692  1.83933  0.58
C  -2.49886  3.60414  -1.31741  0.14
H  3.13483  8.44802  -3.86204  0.30
C  -1.45928  -8.16704  8.60840  -0.84
N  -1.58666  -7.87220  7.14901  0.00
H  -3.86758  10.34778  0.11746  0.44
H  -2.68972  7.23156  -3.43497  0.52
C  -0.32109  -6.50075  2.51146  -0.55
O  -0.70643  6.77799  1.10838  -0.44
H  1.66597  -1.30999  2.84357  0.13
C  -2.34837  4.97936  -1.49424  -0.79
C  -1.55910  0.68704  -3.91204  -1.11
S  0.62284  6.28484  1.32151  0.91
N  -0.16675  0.67689  -1.09614  0.21
H  4.38793  -1.32293  -5.41563  0.41
C  2.31570  -1.94602  3.44886  -0.97
H  -2.71726  -2.71331  1.24622  0.55
H  2.80884  -3.66844  2.32813  0.21
H  2.83389  -1.27903  4.13731  0.44
N  1.43288  6.70615  2.70960  -0.34
C  -1.52899  -6.89439  3.02181  0.65
H  -3.26247  -1.16347  5.22470  0.59
H  4.72910  8.55552  -4.65266  0.32
H  -6.41566  -5.37905  2.66714  0.48
N  4.60280  7.31412  -2.92163  0.19
O  1.41174  1.24222  0.83846  -0.58
N  4.60222  -4.04053  -7.35284  -0.04
H  -1.42479  5.41913  -1.84455  0.49
C  -1.96155  -8.46177  4.92619  -0.55
H  -0.76617  -7.61042  -1.47659  0.39
C  1.76848  -0.33568  -5.15647  -1.01
C  -2.71171  9.19911  -2.77150  -0.32
C  3.33955  -4.42850  -7.42612  -0.21
H  6.11424  6.50541  -4.19696  0.47
H  -2.03093  -9.85136  6.54088  0.45
C  -4.86123  -3.84549  2.86421  -0.57
H  -2.24568  -9.30265  4.30241  0.51
H  -2.56670  11.75895  -2.93848  0.30
C  2.30550  -3.65858  -6.86564  -0.82
F  2.07743  8.75086  3.78299  -0.28
H  -5.35887  5.98308  -0.28456  0.58
H  5.67609  5.26172  0.52013  0.45
H  3.99331  3.37118  0.85913  0.43
H  -4.87823  1.62868  -1.37339  0.54
H  4.18319  -3.04315  3.29386  0.35
H  6.35158  4.66750  -2.16364  0.48
H  -0.78100  1.96292  2.89308  0.56
N  -0.39462  -0.15497  -4.31484  0.29
C  -3.95085  1.67920  -0.80666  -0.93
H  -5.58277  -7.48273  4.53183  0.35
C  -2.61473  -1.91189  1.96498  -1.11
H  -2.03456  11.85412  -1.26526  0.39
C  0.37594  -2.26811  -5.04114  -0.86
H  2.73783  0.13352  -5.26238  0.51
H  0.50914  -6.37562  3.19602  0.65
H  3.68240  7.75040  -1.07546  0.54
H  1.63821  -2.61249  3.98332  0.32
C  -1.71149  -7.16466  4.48214  0.56
H  5.10136  0.26842  -0.33389  0.59
H  -4.26809  1.50306  0.22346  0.51
H  -5.51807  3.49711  0.02739  0.46
H  6.16774  -4.22772  -8.63342  0.41
H  -1.73453  2.84225  -1.39788  0.28
H  -1.62747  -9.21874  8.82922  0.35
C  5.57011  6.40606  -3.27221  -0.49
C  0.79308  0.42883  -4.52583  -0.05
C  4.01127  -2.15895  -5.98499  -0.39
C  -1.80674  -8.83447  6.24454  -0.35
H  5.98896  -2.68193  -6.68186  0.52